(1)
# C9H17NO3P

A gas-phase ion, C9H17NO3P (charge -1) in a non-equilibrium geometry (wB97M-V/def2-TZVPD, the OMol25 dataset).

Each line ends with the Löwdin spin population.
Cartesian coordinates (Å):
C 2.43897 -0.14147 0.81317  0.330
C 1.20942 -0.64967 0.62322  0.292
C -1.18466 -0.02405 -0.05073  0.124
C 0.24944 -0.19463 -0.41442  0.132
C -0.28339 1.10223 -0.35246  0.200
C -2.27437 -1.63071 1.30679  0.007
C 0.88499 -2.02623 -2.13391  0.031
C -1.67188 -0.27528 1.28772  0.024
C 0.54007 -0.52613 -1.90003  0.058
N -0.48877 1.93806 -1.51665  0.213
O 0.86049 1.28293 2.39927  0.108
O 1.28092 3.13249 0.78062  0.068
O -1.11452 2.77926 1.60529  0.102
P 0.12116 2.06347 1.35502  0.099
H 3.08166 -0.44982 1.66277  0.042
H 2.59705 0.71103 0.16139  0.040
H 0.92282 -1.55241 1.28074  0.011
H -1.91771 -0.31720 -0.81627  0.003
H -3.27095 -1.70410 0.90521  0.001
H -2.46802 -2.05099 2.31877  0.001
H -1.71331 -2.28431 0.65391  0.003
H 0.20260 -2.36598 -2.97168  0.007
H 0.57512 -2.50914 -1.17559  0.010
H 1.95824 -2.19298 -2.25462  0.006
H -0.85607 -0.18000 2.05620  0.004
H -2.27684 0.65112 1.58812  0.010
H -0.17974 -0.09401 -2.54414  0.018
H 1.51967 -0.02531 -2.19966  0.013
H 0.31483 2.29344 -1.91627  0.020
H -1.06219 2.70568 -1.21420  0.013
H 2.00500 2.53471 0.66243  0.010

Results
- Kohn-Sham gap (alpha / beta): 2.82 / 4.00 eV
- 2S+1: 3
- Total charge: -1
- <S²>: 2.01
- HOMO (alpha / beta): 0.672 / -3.873 eV

=====

(2)
# C21H44GeN7NaOS4

A molecular structure, C21H44GeN7NaOS4 (wB97M-V/def2-TZVPD, the OMol25 dataset).

Each line ends with the Mulliken charge.
Cartesian coordinates (Å):
Na 0.10011 0.71182 1.53256  0.297
C -1.83956 2.12698 4.51579  -0.649
C -2.46221 3.08862 3.51285  -0.970
S -2.35711 2.54608 1.79019  0.063
C -1.71530 4.02330 0.96783  -0.760
C -0.37901 4.56916 1.46573  -0.885
S 0.98362 3.37528 1.41914  0.001
C 1.68517 3.45981 3.08657  -0.845
C 0.76373 3.21423 4.27798  -0.718
S -0.11948 1.62891 4.26084  -0.043
H -1.94349 2.55535 5.51473  0.504
H -2.39804 1.18789 4.53285  0.266
H -3.50968 3.22994 3.78305  0.532
H -1.99721 4.07017 3.58989  0.421
H -1.64294 3.74057 -0.08477  0.286
H -2.45893 4.82091 1.01916  0.504
H -0.11307 5.42124 0.83897  0.528
H -0.47075 4.95656 2.47946  0.441
H 2.49050 2.72227 3.06768  0.387
H 2.16458 4.43142 3.21933  0.499
H 1.37360 3.26015 5.18100  0.496
H 0.02552 4.01062 4.36903  0.342
C 2.90186 -5.59575 0.83012  -1.434
C 3.20385 -4.17426 0.55153  1.090
N 4.32845 -3.70804 0.11355  -0.785
N 4.13697 -2.37162 0.00643  0.361
C 2.90664 -1.98109 0.35947  -0.200
S 2.26897 -0.42214 0.33532  -0.049
N 2.30427 -3.14233 0.71562  0.410
N 0.95866 -3.23624 1.10110  -0.778
H 3.79331 -6.18349 0.62957  0.357
H 2.09574 -5.95784 0.19021  0.336
H 2.62160 -5.74631 1.87401  0.357
H 4.87843 -1.76644 -0.30677  0.166
H 0.81971 -2.53086 1.82394  0.182
H 0.84667 -4.14652 1.53893  0.273
C -5.16713 -2.30175 1.78649  -1.094
N -3.87464 -1.68174 1.53375  0.076
C -3.41751 -1.20153 0.24402  -0.324
C -2.05010 -0.71176 0.62523  0.171
O -1.23866 -0.10434 -0.14188  -0.169
N -1.77052 -0.91394 1.89401  -0.167
C -2.89580 -1.50480 2.41271  0.152
N -2.94996 -1.85746 3.68414  -0.325
H -5.84973 -2.01737 0.98972  0.379
H -5.58161 -1.92780 2.72200  0.407
H -5.08328 -3.38836 1.81387  0.354
H -4.03182 -0.37874 -0.13124  0.395
H -3.37985 -1.99550 -0.50640  0.410
H -2.15603 -1.67124 4.27503  0.242
H -3.75101 -2.31544 4.08598  0.215
C 2.46310 -1.83294 -4.96419  -1.722
C 1.75711 -1.69323 -3.62490  0.939
C 0.30881 -2.16647 -3.68079  -1.115
C -0.43502 -1.96402 -2.35260  -0.147
Ge -1.02411 -0.13125 -2.05971  0.250
C 0.18250 1.35984 -2.29453  -0.221
C 0.26943 1.80714 -3.75791  -0.529
C 1.39110 2.81602 -3.99535  -0.756
C 2.78056 2.20686 -3.87993  -0.963
H 3.49864 -1.49937 -4.90594  0.400
H 1.96540 -1.23589 -5.73072  0.348
H 2.46710 -2.86824 -5.30787  0.429
H 1.80689 -0.64955 -3.29540  -0.248
H 2.28124 -2.26834 -2.85330  0.077
H 0.29318 -3.22808 -3.93967  0.493
H -0.21478 -1.66551 -4.50268  0.288
H 0.21430 -2.23104 -1.51377  -0.111
H -1.31283 -2.61466 -2.30311  0.527
H -2.45835 0.16052 -2.54138  -0.061
H 1.16115 1.07152 -1.90780  -0.059
H -0.17195 2.18888 -1.67149  0.289
H -0.68892 2.23926 -4.05944  0.441
H 0.43252 0.94013 -4.41002  0.257
H 1.28257 3.64411 -3.28766  0.295
H 1.26404 3.24946 -4.98901  0.378
H 2.96642 1.78432 -2.88987  0.195
H 3.55349 2.95334 -4.05711  0.418
H 2.91885 1.41063 -4.61419  0.203

Results
- Kohn-Sham gap: 7.98 eV
- 2S+1: 1
- Total charge: +2
- HOMO: -13.142 eV

=====

(3)
# C2H14NO3

4 unconnected molecules or ions with the total composition C2H14NO3 in a non-equilibrium geometry (wB97M-V/def2-TZVPD, the OMol25 dataset).

Each line ends with the Mulliken charge.
Cartesian coordinates (Å):
C -0.36716 -1.23692 -1.42360  -0.914
N -0.31224 0.08917 -0.66822  0.089
C -0.14505 1.15230 -1.66970  -0.896
H 0.00412 -2.04234 -0.77700  0.313
H -1.32464 -1.45021 -1.87603  0.365
H 0.48817 -1.20148 -2.12115  0.402
H 0.36194 0.02767 0.10758  0.227
H -1.24225 0.16764 -0.23544  0.391
H 0.81225 0.99649 -2.17148  0.361
H -0.11986 2.14188 -1.18641  0.354
H -0.83523 1.23332 -2.51152  0.373
H 3.04815 0.10735 -0.05814  0.271
H 2.40284 0.67076 1.23800  0.306
O 2.26022 0.10298 0.48290  -0.586
H 0.84821 -0.70510 2.71884  0.341
H 0.87289 0.66942 2.97970  0.318
O 0.42236 0.08756 2.33935  -0.672
H -3.12972 -0.53839 1.30304  0.281
H -1.84626 0.09076 2.14886  0.315
O -2.19874 -0.36287 1.38043  -0.640

Results
- Kohn-Sham gap: 12.52 eV
- 2S+1: 1
- Total charge: +1
- HOMO: -15.468 eV

=====

(4)
# C22H30N2O2

A single C22H30N2O2 molecule (wB97M-V/def2-TZVPD, the OMol25 dataset).

Each line ends with the Mulliken charge.
Cartesian coordinates (Å):
C -6.93374 -2.00000 0.27639  -0.958
O -6.35563 -0.84237 -0.26793  -0.448
C -5.07898 -0.49712 0.11818  1.416
C -4.32327 -1.26028 0.99832  -0.463
C -3.04172 -0.89033 1.36743  -0.980
C -2.47143 0.26685 0.86438  -0.066
C -1.07450 0.67804 1.22408  -1.063
C -0.08560 0.35213 0.08674  0.023
C 0.11399 -1.16321 -0.03898  -1.621
N 1.13422 1.12737 0.26440  0.163
C 2.00462 0.68119 1.33729  0.037
C 3.08152 1.74753 1.57931  -1.468
N 3.86261 2.07690 0.40782  0.285
C 5.05454 1.28921 0.15063  -1.728
C 4.86348 -0.15783 -0.24571  1.169
C 4.79839 -1.15634 0.71922  -0.388
C 4.56872 -2.47326 0.36131  -0.502
C 4.40873 -2.81292 -0.97130  -0.543
C 4.49555 -1.83093 -1.94340  -0.481
C 4.72496 -0.51490 -1.58195  -0.456
C 2.99144 2.35622 -0.71199  -1.159
C 1.90985 1.29359 -0.95055  -0.215
C -3.22333 1.03194 -0.01316  -0.451
C -4.51252 0.68200 -0.40027  0.050
O -5.08079 1.56547 -1.27206  -0.458
C -6.40467 1.40772 -1.72654  -0.748
H -7.93341 -2.05345 -0.15338  0.255
H -7.01338 -1.93964 1.36698  0.359
H -6.37551 -2.90111 0.00092  0.350
H -4.73495 -2.16754 1.41063  0.374
H -2.49148 -1.51420 2.05574  0.370
H -0.76893 0.16760 2.13804  0.469
H -1.03510 1.75451 1.39678  0.423
H -0.53470 0.71443 -0.84589  0.490
H 0.84106 -1.39255 -0.81558  0.373
H -0.83157 -1.63077 -0.30066  0.499
H 0.46247 -1.58902 0.89918  0.300
H 1.41650 0.56496 2.24875  0.496
H 2.48443 -0.28215 1.10098  0.022
H 3.75138 1.42802 2.37976  0.412
H 2.57812 2.66923 1.89389  0.397
H 5.60352 1.80707 -0.64308  0.463
H 5.65950 1.33383 1.06230  0.470
H 4.92823 -0.89901 1.76157  0.347
H 4.51493 -3.23669 1.12419  0.405
H 4.22514 -3.83974 -1.25170  0.398
H 4.38463 -2.09072 -2.98646  0.403
H 4.79625 0.24612 -2.34692  0.355
H 3.59346 2.48585 -1.61309  0.445
H 2.48647 3.30393 -0.49143  0.353
H 1.24495 1.63880 -1.74645  0.546
H 2.37783 0.34913 -1.27507  -0.035
H -2.82009 1.94419 -0.42497  0.497
H -7.12098 1.42134 -0.90225  0.278
H -6.58402 2.26488 -2.37612  0.286
H -6.53122 0.48602 -2.29832  0.258

Results
- Kohn-Sham gap: 8.61 eV
- 2S+1: 1
- SMILES: COc1ccc(C[C@H](C)N2CCN(Cc3ccccc3)CC2)cc1OC
- HOMO: -7.768 eV

=====

Respective energy relative to the best compared isomer or geometry (same formula, charge and spin) values: 8.8; 12.2; 23.1; 69.8 kcal per mole.
Respective molar mass values: 218.21; 634.50; 100.14; 354.49 Da.
Respective E_tot values: -974.82653; -5116.70009; -364.82687; -1116.25723 a.u..